# 1
Molecular formula: CH9NO2
Method: DFT, the ωB97M-V functional and the def2-TZVPD basis

Cartesian coordinates (Å):
H -0.694 -0.637 -0.602
O -0.869 -1.773 -0.107
N -0.808 0.619 -0.841
H -1.650 -1.742 0.433
H -1.685 0.995 -0.438
H -0.814 0.807 -1.858
C 0.450 1.227 -0.309
H 1.377 0.736 -0.702
H 0.413 2.310 -0.455
H 0.453 0.889 0.807
O 1.341 -1.004 1.697
H 0.537 -1.293 1.287
H 1.950 -1.134 1.088

Summary:
ΔE to the lowest compared entry with this formula, charge and spin = 1.031 eV



# 2
Molecular formula: CH9NO3
Method: DFT, the ωB97M-V functional and the def2-TZVPD basis

Cartesian coordinates (Å):
N -1.967 -1.352 1.560
C -0.934 -0.499 1.982
O -0.256 0.066 0.838
H -2.751 -0.808 1.177
H -2.028 -2.269 1.883
H -0.175 -1.147 2.408
H -1.119 0.285 2.663
H -0.468 -0.600 0.150
H 1.539 1.421 -3.590
H 0.556 0.489 -4.020
O 0.925 1.416 -4.298
H 2.865 1.420 -0.010
H 1.421 0.841 -0.186
O 2.392 0.736 -0.556

Summary:
Structure (SMILES) = NCO.O.O
ΔE to the lowest compared entry with this formula, charge and spin = 0.985 eV



# 3
Molecular formula: CH9O3S
Method: DFT, the ωB97M-V functional and the def2-TZVPD basis

Cartesian coordinates (Å):
C 1.442 0.000 1.419
S 1.781 0.786 -0.205
H 2.063 -0.886 1.547
H 1.655 0.681 2.245
H 0.387 -0.264 1.483
H 0.439 -2.270 -0.976
H 0.547 -0.742 -1.188
O 0.029 -1.550 -1.487
H -0.113 1.761 -0.256
H -1.043 2.152 -1.419
O -0.988 2.164 -0.457
H -2.173 0.126 -0.004
H -1.630 -1.150 -0.589
O -2.396 -0.809 -0.113

Summary:
ΔE to the lowest compared entry with this formula, charge and spin = 0.020 eV
Net charge = -1